# 1
{"formula": "C18H23N6OReS", "method": "ωB97M-V/def2-TZVPD", "gap_ev": [4.756, 5.319], "total_charge": 3, "lumo_energy_ev": [-12.0, -11.5], "largest_force_ev_per_a": 3.58, "e_homo_ev": [-16.8, -16.8], "e_tot_ev": -42966.8757, "multiplicity": 2, "elements": ["Re", "S", "C", "C", "C", "C", "C", "C", "N", "C", "C", "C", "C", "C", "C", "C", "H", "H", "H", "H", "H", "H", "H", "H", "C", "N", "C", "C", "N", "N", "C", "N", "N", "H", "H", "H", "H", "H", "H", "H", "H", "H", "H", "H", "C", "O", "H", "H", "H", "H"], "positions_angstrom": [[0.1382, -0.2463, -0.4170], [4.3321, -0.3452, 1.3027], [4.4934, -0.3013, -0.4379], [5.6473, -0.3033, -1.2043], [5.5122, -0.2638, -2.5877], [4.2561, -0.2374, -3.1942], [3.1017, -0.2333, -2.4348], [3.2155, -0.2662, -1.0393], [2.1837, -0.2697, -0.1418], [2.6323, -0.3081, 1.1251], [1.6376, -0.3167, 2.1640], [1.9139, -0.3396, 3.5315], [0.8682, -0.3409, 4.4397], [-0.4498, -0.3358, 3.9863], [-0.7326, -0.3127, 2.6234], [0.2964, -0.2983, 1.6987], [6.6237, -0.3343, -0.7471], [6.3970, -0.2584, -3.2047], [4.1897, -0.2163, -4.2701], [2.1252, -0.2008, -2.9022], [2.9385, -0.3483, 3.8715], [1.0765, -0.3447, 5.5001], [-1.2594, -0.3441, 4.7016], [-1.7651, -0.3021, 2.2992], [-4.6287, -0.7727, -0.8598], [-4.0828, 0.5525, -0.6320], [-5.0296, 1.6265, -0.3872], [-2.7660, 0.7486, -0.5800], [-1.8763, -0.2237, -0.6669], [-2.3396, 2.0598, -0.4377], [-1.0750, 2.5758, -0.5312], [-0.9958, 3.8983, -0.6502], [-0.0055, 1.8043, -0.5004], [-5.6410, -0.6837, -1.2456], [-4.6808, -1.3562, 0.0640], [-4.0590, -1.3208, -1.6110], [-6.0395, 1.2226, -0.4177], [-4.9793, 2.4011, -1.1567], [-4.8855, 2.0632, 0.6043], [-2.3168, -1.1365, -0.7839], [-3.0887, 2.7415, -0.3769], [-1.8133, 4.4881, -0.6816], [-0.1134, 4.3805, -0.7539], [0.8598, 2.3428, -0.5636], [-0.1371, -3.5823, -0.1354], [0.2242, -2.4286, -0.9131], [0.7551, -4.1149, 0.1929], [-0.7568, -4.2544, -0.7305], [-0.6908, -3.2381, 0.7370], [0.7887, -2.7252, -1.6438]], "atomic_forces_ev_per_a": [[-0.626, 0.960, 3.389], [-0.491, -0.013, -0.547], [-0.598, -0.002, 0.110], [0.136, 0.034, -0.499], [0.166, -0.052, 0.539], [-0.273, 0.018, 0.114], [0.078, -0.029, 0.321], [1.098, -0.118, -0.749], [0.788, 0.063, 1.358], [0.494, 0.136, -0.982], [-0.211, -0.068, 0.716], [0.136, 0.057, -0.824], [-0.274, -0.003, -0.076], [-0.078, 0.035, -0.197], [-0.767, -0.003, 0.463], [0.767, -0.194, -2.400], [0.105, 0.011, 0.035], [0.087, -0.010, -0.028], [-0.017, 0.009, -0.115], [-0.074, 0.027, -0.125], [0.104, -0.020, 0.102], [-0.009, -0.026, 0.051], [-0.055, -0.003, 0.005], [-0.029, -0.017, 0.028], [-0.212, -0.756, -0.017], [0.899, 0.205, -0.025], [-0.447, 0.565, 0.122], [-0.666, -0.180, 0.087], [-0.377, -0.658, -0.238], [-0.140, 0.248, 0.075], [-0.786, 0.634, -0.138], [0.080, -0.387, 0.105], [0.899, -1.712, -0.435], [0.067, 0.090, -0.012], [0.073, 0.061, -0.020], [-0.008, 0.066, -0.020], [0.131, 0.029, 0.026], [0.011, -0.026, -0.040], [-0.026, -0.007, -0.018], [-0.013, 0.334, -0.181], [0.162, -0.096, -0.063], [-0.061, 0.011, -0.011], [0.031, -0.112, 0.082], [-0.095, -0.232, -0.035], [-0.561, -0.870, 0.700], [0.350, 1.468, -0.627], [0.039, 0.171, -0.031], [0.022, 0.148, -0.003], [0.040, 0.008, -0.093], [0.128, 0.206, 0.123]]}

---

# 2
{"formula": "C2H5NOS", "method": "ωB97M-V/def2-TZVPD", "gap_ev": [6.258, 6.835], "lumo_energy_ev": [0.8, -2.4], "e_above_lowest_ev": 0.047, "largest_force_ev_per_a": 4.36, "e_homo_ev": [-5.5, -9.2], "e_tot_ev": -16524.1437, "multiplicity": 3, "elements": ["C", "C", "N", "O", "S", "H", "H", "H", "H", "H"], "positions_angstrom": [[1.0658, -0.0660, 0.1673], [-0.0459, 1.0368, 0.2477], [0.7741, -1.3700, 0.1712], [-1.3198, 0.5309, -0.0651], [2.6870, 0.3206, -0.1293], [-0.0086, 1.4781, 1.2155], [0.3397, 1.7228, -0.3794], [-0.0814, -1.8235, 0.0367], [1.5807, -2.0194, 0.0155], [-1.2989, 0.1722, -0.9630]], "atomic_forces_ev_per_a": [[-1.720, 2.612, 0.282], [1.210, -3.890, 1.135], [2.551, -3.529, 0.202], [-0.095, 0.095, 0.000], [1.020, 0.447, -0.337], [-0.760, 0.190, 1.050], [0.573, 2.859, -2.558], [-1.552, 0.082, -0.333], [-1.278, 0.916, 0.394], [0.051, 0.219, 0.166]]}

---

# 3
{"formula": "C4H6O2", "method": "ωB97M-V/def2-TZVPD", "gap_ev": 10.302, "lumo_energy_ev": 1.1, "e_above_lowest_ev": 4.873, "largest_force_ev_per_a": 2.82, "e_homo_ev": -9.2, "e_tot_ev": -8335.5885, "multiplicity": 1, "elements": ["C", "O", "C", "C", "C", "O", "H", "H", "H", "H", "H", "H"], "positions_angstrom": [[-1.6627, 0.4201, -0.2304], [-1.2367, -0.8945, -0.3560], [-0.6262, -0.2633, 0.7365], [0.8068, 0.1181, 0.5096], [1.6430, -0.5973, -0.4685], [1.1063, 0.6780, -0.7694], [-1.2268, 1.2235, -0.7972], [-2.7372, 0.4750, 0.0142], [-1.3299, 0.2804, 1.3883], [1.3111, 0.6050, 1.3473], [1.2261, -1.4273, -1.0361], [2.7263, -0.6176, -0.3383]], "atomic_forces_ev_per_a": [[-0.008, 0.074, -1.296], [-0.354, -0.406, -0.038], [-0.604, 1.827, -0.432], [-0.224, 0.093, 0.189], [0.085, -0.243, 0.110], [0.108, 0.280, -0.115], [0.043, -0.233, -0.770], [0.656, 0.289, 0.243], [0.743, -1.761, 2.078], [-0.181, -0.068, -0.168], [-0.051, 0.155, 0.123], [-0.214, -0.007, 0.075]]}